Density functional theory data (ωB97M-V with the def2-TZVPD basis set) for C2F2I2 in the gas phase in a non-equilibrium geometry.

Positions of all 6 atoms, in Å:
C (0.8907, -0.8531, 0.1430)
C (1.1258, 0.2002, -0.4331)
F (-0.0871, -1.5149, 0.8043)
F (1.9876, 0.9637, -1.0023)
I (-3.0479, -0.6030, 0.4924)
I (-0.8691, 1.8071, -0.0043)

Properties
- E (Ha) = -871.12453
- total charge = 0
- orbital gap (alpha / beta) (Ha) = 0.210 / 0.186
- E_HOMO (alpha / beta) (eV) = -9.26 / -8.92
- strongest force on any atom (Eh/bohr) = 0.0602

Löwdin atomic charge list, values in e, 5 entries: C -0.1284; C -0.4945; F -0.0798; F 0.0776; I 0.1295